Below is a molecular structure, C6H8N2O2, with properties calculated with ωB97M-V/def2-TZVPD.

Structure (XYZ):
```
18
Properties=species:S:1:pos:R:3:forces:R:3
C -1.693 -2.283 -0.574 9.9 -1.1 -6.0
C -0.563 -1.288 -0.511 -2.1 -0.1 4.8
C -0.840 -0.153 0.510 0.2 2.9 -8.8
C 1.529 0.722 0.254 0.5 0.9 -0.1
C 2.136 1.971 0.411 -8.8 -1.3 -0.8
C 0.988 2.835 0.648 2.2 3.6 2.0
H -0.606 -2.954 -2.070 -3.6 -1.9 2.3
H 0.328 -1.632 -0.170 3.0 -1.7 -0.4
H -0.690 -0.718 -1.290 0.8 2.4 -5.3
H -0.989 -0.384 1.394 -1.2 -2.6 8.4
H -1.764 0.287 0.106 0.2 0.3 0.6
H 2.011 -0.220 -0.058 -0.6 0.6 0.5
H 3.054 2.103 0.610 6.7 1.4 0.8
H 1.151 4.137 1.031 -1.0 -4.5 -1.5
N 0.199 0.894 0.433 -0.9 -0.2 -0.1
N -0.171 2.201 0.721 1.6 -1.0 -0.8
O -1.488 -3.309 -1.486 3.8 2.1 -2.3
O -2.591 -2.207 0.042 -10.6 0.4 6.8
```
Positions in Å, forces in eV/Å.

Output
* gap between HOMO and LUMO: 9.605 eV
* E_LUMO: 0.30 eV
* 2S+1: 1
* energy: -493.26541 Ha
* largest force on an atom: 0.244 Eh/bohr
* energy above the lowest of the compared OMol25 structures with the same formula, charge and spin: 476.4 kJ/mol

***

Below is 11 unconnected molecules or ions with the total composition C27H76O27S8, with properties calculated with ωB97M-V/def2-TZVPD.

Structure (XYZ):
```
138
Properties=species:S:1:pos:R:3:forces:R:3
C 19.397 -21.864 -17.906 0.3 -0.2 0.4
C 18.283 -21.478 -16.939 -0.3 -1.1 -1.0
O 18.281 -22.458 -15.879 -0.2 0.7 1.4
S 17.071 -22.372 -14.796 -0.1 -2.2 -1.1
C 15.860 -23.437 -15.593 1.0 0.7 0.6
O 17.542 -23.051 -13.629 0.0 0.8 -0.3
O 16.488 -21.058 -14.761 0.5 0.4 0.1
H 20.387 -21.783 -17.456 0.0 0.2 0.1
H 19.372 -21.284 -18.827 -0.1 0.2 0.1
H 19.281 -22.911 -18.188 -0.2 0.0 0.0
H 18.352 -20.469 -16.539 0.0 0.0 0.0
H 17.342 -21.685 -17.466 0.1 0.7 0.1
H 15.547 -22.921 -16.495 -0.3 -0.2 0.1
H 15.100 -23.533 -14.825 -0.3 -0.1 -0.3
H 16.350 -24.383 -15.803 0.0 0.0 0.0
C 15.427 -14.924 -17.935 0.0 -0.1 0.3
C 14.984 -14.136 -19.155 0.9 -0.3 -0.2
O 13.551 -14.280 -19.195 -1.0 1.1 -0.8
S 12.652 -12.944 -19.494 0.6 0.0 0.9
C 13.104 -12.549 -21.169 0.0 0.1 -0.1
O 11.281 -13.364 -19.457 0.7 -0.1 -0.1
O 13.106 -11.911 -18.591 -0.2 -0.7 -0.9
H 14.876 -15.866 -17.866 -0.3 0.2 -0.2
H 15.225 -14.361 -17.023 0.0 0.0 0.0
H 16.466 -15.254 -17.894 -0.4 0.6 -0.7
H 15.299 -13.091 -19.200 -0.3 0.1 0.8
H 15.441 -14.511 -20.078 -0.5 -0.6 0.0
H 12.754 -11.542 -21.386 0.0 0.0 0.2
H 12.624 -13.245 -21.853 -0.1 -0.1 0.2
H 14.184 -12.590 -21.297 0.0 0.0 0.2
C 8.622 -22.201 -14.987 1.2 1.4 0.0
C 10.069 -22.702 -14.990 -1.0 -0.5 -0.4
O 10.870 -21.606 -14.531 1.3 0.3 0.2
S 12.381 -21.506 -15.094 0.6 0.1 -1.5
C 12.088 -20.682 -16.686 -0.5 -1.0 1.0
O 13.145 -20.585 -14.307 -0.7 -0.4 0.4
O 12.908 -22.830 -15.350 -0.8 0.8 0.4
H 8.661 -21.267 -15.560 -0.3 -0.2 -0.3
H 8.388 -21.815 -13.994 -0.4 -0.6 0.1
H 7.892 -22.873 -15.421 0.0 -0.2 0.2
H 10.184 -23.567 -14.339 0.3 0.1 0.0
H 10.367 -22.966 -16.005 0.1 -0.2 0.1
H 11.555 -19.766 -16.439 0.2 0.2 -0.2
H 11.459 -21.372 -17.249 0.0 0.1 -0.2
H 13.026 -20.540 -17.211 0.1 0.1 0.2
C 20.519 -16.295 -10.155 -0.9 -0.2 0.6
C 19.847 -16.676 -11.453 0.7 0.5 -1.2
O 19.365 -18.019 -11.374 -0.3 -0.3 -0.1
S 19.522 -18.960 -12.670 -0.3 0.3 -0.2
C 18.418 -18.132 -13.840 0.5 -0.4 0.3
O 20.876 -18.825 -13.152 -0.8 -0.2 0.2
O 18.984 -20.235 -12.284 0.4 0.9 -0.2
H 21.008 -15.328 -10.234 0.2 -0.1 0.0
H 21.171 -17.078 -9.770 0.4 0.1 -0.5
H 19.761 -16.232 -9.366 -0.1 0.3 -0.1
H 19.062 -15.983 -11.779 -0.5 -0.2 0.7
H 20.518 -16.580 -12.315 0.5 -0.4 0.4
H 17.407 -18.041 -13.450 0.1 -0.2 0.3
H 18.409 -18.736 -14.741 0.0 0.0 0.0
H 18.830 -17.155 -14.079 0.1 0.0 0.0
C 16.647 -18.342 -19.406 -0.3 -0.4 0.0
C 16.199 -19.737 -19.007 0.0 0.9 0.4
O 16.867 -20.688 -19.846 -0.1 -1.3 -0.5
S 16.180 -22.150 -19.974 0.1 0.3 -0.8
C 14.970 -21.883 -21.309 1.5 -0.7 0.8
O 17.180 -23.069 -20.468 -0.7 1.0 0.6
O 15.479 -22.427 -18.745 0.2 0.1 -0.5
H 16.049 -17.628 -18.837 0.1 0.0 0.1
H 16.430 -18.178 -20.463 0.3 0.1 -0.1
H 17.703 -18.223 -19.169 0.0 0.2 -0.2
H 16.510 -19.897 -17.974 -0.4 -0.2 -0.4
H 15.114 -19.787 -19.115 0.1 -0.4 0.1
H 14.354 -21.025 -21.079 -0.4 -0.2 0.0
H 14.512 -22.870 -21.329 -0.7 0.3 -0.1
H 15.556 -21.774 -22.219 0.0 0.2 0.0
C 13.207 -16.371 -22.286 0.6 0.1 0.4
C 12.518 -16.785 -21.002 -0.1 0.4 -0.7
O 12.411 -18.220 -21.062 0.3 -1.2 1.3
S 12.294 -19.002 -19.624 -2.5 0.6 -1.0
C 10.609 -18.504 -19.206 0.4 -0.1 -0.7
O 12.266 -20.417 -19.871 0.6 0.8 -0.3
O 13.208 -18.430 -18.686 0.4 0.1 -0.1
H 14.225 -16.763 -22.317 0.0 0.0 -0.1
H 13.278 -15.282 -22.314 -0.1 -0.1 -0.1
H 12.666 -16.739 -23.154 -0.1 0.1 0.0
H 13.032 -16.460 -20.097 0.1 -0.1 -0.1
H 11.528 -16.317 -21.036 -0.2 -0.3 0.4
H 10.589 -17.439 -18.994 0.1 -0.1 0.6
H 10.258 -19.159 -18.416 0.0 0.3 0.3
H 9.974 -18.628 -20.084 0.2 -0.4 -0.1
C 16.999 -18.523 -9.087 -0.8 0.1 0.2
C 15.674 -19.277 -9.120 0.3 0.2 0.2
O 14.665 -18.261 -9.366 -0.9 0.3 -0.4
S 13.346 -18.673 -10.179 -0.2 -0.9 -0.4
C 14.006 -18.874 -11.862 -0.2 0.4 1.0
O 12.864 -19.949 -9.671 0.5 1.3 -0.5
O 12.451 -17.536 -10.212 1.1 -0.8 0.6
H 16.988 -17.985 -8.137 0.4 0.2 -0.1
H 17.001 -17.801 -9.902 0.2 -0.1 -0.1
H 17.870 -19.169 -9.154 0.0 -0.1 0.0
H 15.644 -20.066 -9.869 -0.1 0.1 -0.1
H 15.444 -19.678 -8.134 0.0 -0.4 -0.1
H 14.464 -19.852 -11.967 -0.2 -0.1 -0.1
H 14.737 -18.078 -12.010 0.0 0.0 0.1
H 13.153 -18.691 -12.509 0.1 -0.5 -0.1
C 12.471 -16.097 -12.727 -0.7 1.1 0.9
C 11.687 -15.192 -13.643 0.4 0.2 0.6
O 10.751 -15.913 -14.475 0.0 -0.7 -1.7
S 11.322 -16.648 -15.804 1.0 1.4 0.6
C 11.820 -15.254 -16.826 0.0 -0.9 0.1
O 12.537 -17.345 -15.470 -0.7 0.1 0.1
O 10.258 -17.354 -16.455 0.0 0.4 0.7
H 11.768 -16.766 -12.230 0.4 -0.5 -0.4
H 12.767 -15.459 -11.883 0.3 -0.1 -0.2
H 13.362 -16.537 -13.156 -0.2 -0.3 -0.1
H 11.036 -14.542 -13.059 -0.1 -0.1 0.0
H 12.368 -14.516 -14.171 -0.3 -0.2 -0.6
H 12.253 -15.750 -17.694 -0.4 0.1 -0.3
H 12.662 -14.713 -16.404 -0.2 0.0 0.4
H 10.971 -14.615 -17.044 0.0 0.0 -0.2
C 18.704 -15.725 -17.202 -1.4 0.0 -1.1
O 18.875 -17.066 -16.815 0.4 0.2 0.2
H 19.454 -15.036 -16.826 0.1 -0.3 0.3
H 18.660 -15.637 -18.301 0.6 0.0 0.0
H 17.683 -15.381 -16.975 0.9 0.1 1.0
H 18.008 -17.491 -16.794 -0.1 -0.2 0.1
C 15.190 -17.958 -15.915 -0.9 0.0 1.0
O 16.393 -18.632 -16.231 -0.2 0.3 -0.3
H 15.339 -16.877 -15.891 0.2 -0.1 -0.1
H 14.310 -18.174 -16.531 0.6 -0.1 -0.5
H 14.830 -18.260 -14.921 0.3 0.1 0.1
H 16.239 -19.550 -15.969 0.4 -0.2 0.3
C 16.145 -15.081 -12.890 0.5 0.0 -0.7
O 16.191 -15.908 -11.750 -0.2 -0.3 0.0
H 17.157 -14.822 -13.229 0.0 0.3 0.2
H 15.747 -15.651 -13.733 -0.3 -0.2 0.3
H 15.545 -14.176 -12.780 0.0 0.0 0.2
H 16.300 -15.384 -10.951 0.0 0.1 -0.1
```
Positions in Å, forces in eV/Å.

Output
* SMILES: CCOS(C)(=O)=O.CCOS(C)(=O)=O.CCOS(C)(=O)=O.CCOS(C)(=O)=O.CCOS(C)(=O)=O.CCOS(C)(=O)=O.CCOS(C)(=O)=O.CCOS(C)(=O)=O.CO.CO.CO
* gap between HOMO and LUMO: 10.122 eV
* E_LUMO: -0.18 eV
* 2S+1: 1
* energy: -6291.14367 Ha
* largest force on an atom: 0.054 Eh/bohr
* energy above the lowest of the compared OMol25 structures with the same formula, charge and spin: 33.4 kJ/mol

***

Below is 3 unconnected molecules or ions with the total composition C8H19BClO3, with properties calculated with ωB97M-V/def2-TZVPD.

Structure (XYZ):
```
32
Properties=species:S:1:pos:R:3:forces:R:3
C -1.187 2.030 -0.287 -0.8 -0.3 0.3
C -2.165 1.058 -0.160 0.6 0.2 -0.5
C -2.868 0.649 -1.317 -0.1 -0.3 0.5
Cl -3.732 -0.993 -1.072 0.0 0.1 0.2
B -3.902 1.770 -1.642 0.3 -0.8 -0.3
C -5.216 1.953 -0.778 -0.3 0.1 -0.7
O -3.628 2.672 -2.664 -0.2 1.0 0.8
H -1.050 2.782 0.479 0.6 -0.2 0.3
H -0.586 2.009 -1.176 0.0 0.5 -0.3
H -2.411 0.620 0.816 -0.3 0.3 0.1
H -5.852 2.746 -1.173 -0.2 0.1 0.0
H -4.922 2.228 0.235 0.2 0.0 0.1
H -5.792 1.035 -0.698 -0.1 -0.1 0.0
H -2.715 2.965 -2.515 0.3 -0.5 -0.5
C 3.761 0.245 -1.305 0.0 0.1 0.0
C 2.468 -0.049 -0.561 -0.1 -0.1 -0.4
O 1.328 0.420 -1.261 0.3 0.1 0.0
H 3.863 1.318 -1.474 0.0 0.0 0.0
H 4.627 -0.109 -0.742 0.0 0.0 0.0
H 3.762 -0.243 -2.283 0.0 0.0 0.0
H 2.465 0.451 0.406 -0.1 0.0 0.0
H 2.371 -1.124 -0.384 0.1 0.0 0.1
H 1.287 -0.024 -2.113 -0.1 0.0 0.0
C 1.354 -2.777 2.658 0.0 0.1 -0.1
C 2.744 -3.055 2.115 -0.1 0.1 0.2
O 3.460 -1.853 1.851 0.2 -0.1 0.0
H 0.788 -2.164 1.957 0.0 0.0 0.0
H 0.807 -3.704 2.833 0.0 0.0 0.0
H 1.413 -2.229 3.602 0.0 -0.1 0.0
H 2.682 -3.585 1.165 0.0 0.0 0.0
H 3.313 -3.678 2.816 0.0 -0.1 -0.1
H 3.537 -1.363 2.675 -0.1 0.0 0.0
```
Positions in Å, forces in eV/Å.

Output
* charge: -1
* gap between HOMO and LUMO: 4.716 eV
* E_LUMO: 2.66 eV
* 2S+1: 1
* energy: -1026.95350 Ha
* largest force on an atom: 0.026 Eh/bohr